{
  "formula": "C4H6ClP",
  "method": "wB97M-V/def2-TZVPD",
  "symbols": ["C", "C", "C", "C", "P", "Cl", "H", "H", "H", "H", "H", "H"],
  "xyz": [[2.04, -1.07, -0.17], [1.00, -0.39, -0.61], [-1.17, 1.44, 0.38], [-0.33, -0.33, -0.07], [-1.91, 0.32, -0.82], [-3.22, -0.41, 0.48], [2.99, -0.92, -0.79], [1.96, -1.61, 0.78], [1.30, 0.25, -1.52], [-1.32, 1.24, 1.39], [-0.71, 2.33, 0.02], [-0.66, -0.86, 0.93]],
  "charge": 0,
  "homo_ha": -0.304,
  "de_lowest_kcal_mol": 35.6,
  "lumo_energy_ha": 0.028,
  "gap_ev": 9.01
}

***

{
  "formula": "C6H16O2P2",
  "method": "wB97M-V/def2-TZVPD",
  "symbols": ["C", "C", "C", "C", "C", "C", "O", "O", "P", "P", "H", "H", "H", "H", "H", "H", "H", "H", "H", "H", "H", "H", "H", "H", "H", "H"],
  "xyz": [[2.89, 0.39, -0.43], [1.75, -1.81, 0.36], [-2.62, 0.96, 0.18], [-1.93, -1.85, 0.14], [-0.05, 1.31, -1.29], [0.03, 0.06, -0.58], [0.22, 2.42, -0.87], [-0.22, 1.97, 1.56], [1.37, 0.00, 0.63], [-1.29, -0.21, 0.86], [2.85, -0.15, -1.36], [3.79, 0.10, 0.19], [2.87, 1.42, -0.76], [1.47, -2.08, -0.68], [1.08, -2.56, 0.99], [2.76, -2.05, 0.62], [-3.10, 1.26, 1.19], [-3.40, 0.58, -0.48], [-1.90, 1.80, -0.20], [-2.67, -2.27, 0.76], [-1.06, -2.52, 0.05], [-2.38, -1.77, -0.91], [-0.03, -0.73, -1.36], [-0.28, 1.20, -2.43], [0.25, 1.67, 2.32], [-0.39, 2.88, 1.48]],
  "charge": 0,
  "homo_ha": -0.303,
  "de_lowest_kcal_mol": 0.0,
  "lumo_energy_ha": 0.027,
  "smiles": "CP1(C)=P(C)(C)C1C=O.O",
  "gap_ev": 8.99
}